Record 1
{"formula": "C7H9N3O", "method": "ωB97M-V with the def2-TZVPD basis set", "charge": 0, "e_above_lowest_kcal_mol": 25.13, "homo_ev": -8.099, "smiles": "C/C=C/c1cnc[nH]1.N=C=O", "gap_ev": 8.79, "species": ["C", "C", "C", "C", "C", "C", "C", "N", "N", "N", "O", "H", "H", "H", "H", "H", "H", "H", "H", "H"], "positions_angstrom": [[1.60092, -1.48055, 0.96106], [3.01320, -1.12849, -0.51245], [0.83326, -0.86793, -0.05042], [-2.92288, 0.13110, 0.05968], [-1.60358, -0.56796, 0.28597], [0.37255, 2.53923, 0.03355], [-0.45009, -0.30441, -0.32471], [2.86849, -1.68863, 0.65930], [1.84595, -0.53832, -0.91411], [-0.53898, 2.60971, 0.78586], [1.34530, 2.51722, -0.56123], [1.25278, -2.08837, 1.74967], [3.79877, -1.17096, -1.17666], [-3.91242, -0.39746, -0.16501], [-2.81756, 0.83428, -0.73613], [-1.52553, -1.21941, 1.16100], [-0.48737, 0.32020, -1.19731], [1.76373, -0.10912, -1.82702], [-3.12399, 0.62120, 0.99846], [-1.31255, 1.98867, 0.77050]], "nbo_charge": [-0.064, 0.162, 0.031, -0.660, -0.156, 0.860, -0.243, -0.438, -0.488, -0.768, -0.511, 0.198, 0.187, 0.237, 0.210, 0.199, 0.195, 0.414, 0.216, 0.418]}

Record 2
{"formula": "C16H21F12NiO9", "method": "ωB97M-V with the def2-TZVPD basis set", "charge": 1, "multiplicity": 3, "s_squared": 2.00, "e_above_lowest_kcal_mol": 4.85, "homo_ev": [-12.990, -12.986], "gap_ev": [9.43, 8.44], "species": ["Ni", "O", "H", "C", "C", "O", "C", "O", "C", "F", "F", "F", "H", "H", "H", "H", "H", "C", "C", "O", "C", "O", "C", "F", "F", "F", "H", "H", "H", "H", "H", "C", "C", "O", "C", "O", "C", "F", "F", "F", "H", "H", "H", "H", "H", "C", "C", "O", "C", "O", "C", "F", "F", "F", "H", "H", "H", "H", "H"], "positions_angstrom": [[-17.20328, -5.99320, 14.35878], [-17.67943, -4.96818, 12.91221], [-18.41679, -4.38449, 12.72997], [-20.54339, -7.28405, 18.12691], [-20.15158, -8.06750, 16.90824], [-20.86493, -7.60785, 15.74435], [-20.32285, -6.77090, 14.93147], [-19.17331, -6.39286, 14.93604], [-21.28776, -6.29527, 13.82497], [-22.52693, -6.68517, 14.03316], [-21.24681, -4.95627, 13.79469], [-20.84901, -6.77358, 12.65758], [-21.58715, -7.42224, 18.40564], [-20.32434, -6.22094, 18.04244], [-19.98269, -7.67531, 18.97995], [-20.36415, -9.12874, 17.03065], [-19.06968, -8.04756, 16.75663], [-15.57744, -2.64324, 11.51446], [-16.64163, -2.90109, 10.46928], [-16.06691, -2.47163, 9.22801], [-16.87653, -2.52774, 8.18510], [-17.97060, -3.00802, 8.18873], [-16.19461, -2.04500, 6.89282], [-15.26635, -1.10996, 7.15786], [-15.58370, -3.09579, 6.32279], [-17.06436, -1.54297, 6.04247], [-15.44137, -1.57414, 11.66248], [-14.62829, -3.06726, 11.18662], [-15.84722, -3.14962, 12.44175], [-17.58348, -2.39378, 10.68010], [-16.90306, -3.96261, 10.43690], [-14.34690, -5.96240, 10.11149], [-14.62896, -6.31827, 11.54601], [-13.87543, -5.36390, 12.37475], [-14.13823, -5.26995, 13.62696], [-15.11814, -5.72718, 14.19226], [-13.06980, -4.48722, 14.42449], [-12.14150, -5.33245, 14.85590], [-12.53189, -3.54723, 13.66559], [-13.65031, -3.89053, 15.46659], [-14.77083, -6.71184, 9.44549], [-13.26740, -5.96194, 9.95053], [-14.74009, -4.98224, 9.85558], [-14.31268, -7.32164, 11.82611], [-15.67528, -6.16567, 11.80254], [-17.29653, -11.45445, 14.70997], [-17.61941, -9.98300, 14.57171], [-18.13365, -9.73044, 13.24739], [-17.73347, -8.69221, 12.58252], [-17.13430, -7.74226, 13.01286], [-18.04069, -8.81604, 11.06984], [-18.11923, -10.07717, 10.68166], [-19.23785, -8.24403, 10.84946], [-17.10563, -8.19085, 10.37839], [-18.19181, -12.06249, 14.58292], [-16.86865, -11.63074, 15.69324], [-16.59935, -11.74520, 13.92531], [-16.70223, -9.41466, 14.74115], [-18.36566, -9.64582, 15.29138]], "lowdin_spin": [1.739, 0.171, 0.008, 0.000, 0.000, 0.001, 0.003, 0.023, 0.000, 0.000, 0.000, 0.000, 0.000, 0.000, 0.000, 0.000, 0.000, 0.000, 0.001, 0.000, 0.000, 0.000, 0.000, 0.000, 0.000, 0.000, 0.000, 0.000, 0.000, 0.000, 0.001, 0.000, 0.000, 0.002, 0.004, 0.018, 0.001, 0.000, 0.001, 0.000, 0.000, 0.000, 0.000, 0.000, 0.000, 0.000, 0.000, 0.002, 0.005, 0.020, 0.001, 0.000, 0.000, 0.000, 0.000, 0.000, 0.000, 0.000, 0.000]}

Record 3
{"formula": "CHCl2F2NS", "method": "ωB97M-V with the def2-TZVPD basis set", "charge": 0, "e_above_lowest_kcal_mol": 8.76, "homo_ev": -10.698, "gap_ev": 10.52, "species": ["C", "N", "F", "F", "S", "Cl", "Cl", "H"], "positions_angstrom": [[0.27749, -0.38235, -0.82058], [-1.05534, 0.52981, -1.00787], [-1.51204, 1.21035, -3.37475], [-3.14663, 1.53269, -1.62679], [-2.08241, 0.37149, -2.07432], [0.86494, -1.11717, -2.29333], [1.54551, 0.80979, -0.27974], [-0.01891, -1.14313, -0.19473]], "nbo_charge": [-0.041, -0.914, -0.519, -0.472, 1.707, 0.017, 0.011, 0.211]}

Record 4
{"formula": "C4H4F2N2", "method": "ωB97M-V with the def2-TZVPD basis set", "charge": 0, "e_above_lowest_kcal_mol": 64.08, "homo_ev": -9.708, "smiles": "[H]/N=C(/N)C#CC(F)F", "gap_ev": 10.45, "species": ["C", "C", "C", "C", "H", "H", "H", "H", "N", "N", "F", "F"], "positions_angstrom": [[-1.18643, -1.07234, -0.16029], [-0.19235, 0.06287, -0.37618], [0.57771, 0.97468, -0.39548], [1.69606, 1.95787, -0.14403], [0.20722, -2.04871, 1.17868], [-1.17052, -3.07573, 0.55714], [-2.85263, -0.13959, -0.73680], [1.93078, 2.54578, -1.11736], [-0.58590, -2.27022, 0.39533], [-2.39148, -1.07975, -0.38564], [1.11747, 2.77038, 0.78498], [2.85008, 1.37476, 0.39966]], "nbo_charge": [0.388, -0.033, -0.068, 0.525, 0.397, 0.403, 0.365, 0.171, -0.846, -0.646, -0.325, -0.331]}

Record 5
{"formula": "C4H7O3", "method": "ωB97M-V with the def2-TZVPD basis set", "charge": -1, "e_above_lowest_kcal_mol": 51.55, "homo_ev": -2.316, "smiles": "O=C(O)CCC[O-]", "gap_ev": 5.67, "species": ["C", "O", "C", "C", "C", "O", "O", "H", "H", "H", "H", "H", "H", "H"], "positions_angstrom": [[-1.40304, -1.33767, -0.70115], [-2.21369, -1.02556, 0.32267], [0.08568, -0.83354, -0.55058], [0.00802, 0.44568, 0.25722], [1.35561, 1.08134, 0.50055], [1.36089, 1.68664, 1.77819], [2.30588, 1.25378, -0.21064], [-1.43094, -2.42492, -0.93751], [-1.74054, -0.81759, -1.65579], [0.51261, -0.59804, -1.53123], [0.63143, -1.61756, -0.02601], [-0.58597, 1.19208, -0.27849], [-0.51994, 0.38762, 1.19765], [1.63400, 2.60773, 1.83512]], "nbo_charge": [-0.001, -0.958, -0.444, -0.524, 0.821, -0.771, -0.600, 0.083, 0.043, 0.184, 0.179, 0.235, 0.271, 0.481]}

Record 6
{"formula": "C3H19N2O7S", "method": "ωB97M-V with the def2-TZVPD basis set", "charge": -1, "e_above_lowest_kcal_mol": 38.99, "homo_ev": -3.558, "gap_ev": 6.14, "species": ["C", "C", "S", "N", "C", "N", "O", "H", "H", "H", "H", "H", "H", "H", "H", "H", "O", "H", "H", "O", "H", "H", "O", "H", "H", "O", "H", "H", "O", "H", "H", "O"], "positions_angstrom": [[0.73594, -1.67648, 0.48377], [-0.06796, -1.07037, 1.61421], [1.15427, -0.56248, 2.91555], [-0.13135, -1.96899, -0.71465], [0.15444, -1.47195, -1.96857], [1.11544, -0.50142, -2.05154], [-0.36045, -1.97855, -2.95463], [1.61243, -1.08894, 0.23834], [1.04539, -2.67073, 0.79425], [-0.80692, -0.34156, 1.26305], [-0.62494, -1.72858, 2.27573], [-0.30976, -2.92414, -0.72332], [1.16276, 0.23953, -1.36565], [1.35979, -0.17469, -2.96534], [-3.07004, 2.48345, -2.89111], [-2.31366, 2.80228, -1.62879], [-3.17370, 2.49472, -1.93753], [-1.36515, 1.13164, 4.30732], [-1.27379, 1.59003, 2.90456], [-1.90757, 1.55450, 3.62704], [3.18086, -1.95212, -1.11357], [3.82755, -3.16332, -0.69854], [4.00990, -2.21298, -0.68468], [1.61604, 1.94545, 1.83459], [0.24091, 2.46763, 2.23488], [0.99850, 2.68427, 1.70202], [0.59201, 2.58308, -0.12995], [1.50282, 3.15180, -1.22626], [1.00120, 2.36720, -0.98735], [-3.16625, 0.09394, -0.78029], [-3.06617, -1.38329, -0.51174], [-3.67255, -0.71895, -0.86183]], "nbo_charge": [-0.252, -0.540, -0.745, -0.650, 0.774, -0.876, -0.677, 0.211, 0.190, 0.171, 0.213, 0.385, 0.424, 0.393, 0.468, 0.472, -0.939, 0.483, 0.457, -0.945, 0.472, 0.455, -0.928, 0.514, 0.469, -0.983, 0.506, 0.468, -0.988, 0.476, 0.473, -0.949]}

Record 7
{"formula": "C18H30Cl2IIrN7", "method": "ωB97M-V with the def2-TZVPD basis set", "charge": 3, "e_above_lowest_kcal_mol": 0.00, "homo_ev": -17.472, "gap_ev": 7.13, "species": ["Ir", "C", "N", "C", "C", "N", "C", "C", "N", "C", "C", "N", "C", "N", "C", "C", "C", "N", "C", "H", "H", "H", "H", "H", "H", "H", "H", "H", "H", "H", "H", "H", "H", "H", "H", "H", "H", "H", "H", "H", "H", "H", "H", "Cl", "C", "Cl", "H", "H", "I", "C", "C", "C", "C", "C", "N", "H", "H", "H", "H"], "positions_angstrom": [[0.47112, -0.39011, -0.34634], [-2.43931, 1.75248, 2.50154], [-2.54218, 0.30603, 2.34315], [-3.20196, -0.47248, 3.40628], [-2.75083, -1.90293, 3.10896], [-2.10023, -1.78745, 1.79031], [-2.21851, -2.89270, 0.85240], [-1.99756, -0.49493, 1.42657], [-1.46056, -0.09972, 0.24056], [-2.06109, 1.08654, -0.42520], [-1.38750, 1.25698, -1.76883], [0.05036, 1.20358, -1.50694], [0.98262, 1.78529, -2.24606], [2.24515, 1.29615, -2.28731], [2.68293, 0.01403, -1.81466], [3.04212, 1.98427, -3.31646], [2.11274, 3.12468, -3.75715], [0.86627, 2.86430, -3.01664], [-0.13262, 3.92129, -2.89582], [-2.54229, 1.97718, 3.56051], [-3.23413, 2.27134, 1.96636], [-1.46877, 2.11357, 2.17410], [-4.28251, -0.33898, 3.35858], [-2.85184, -0.12167, 4.37470], [-3.59064, -2.59063, 3.03534], [-2.05501, -2.29061, 3.85196], [-3.13387, -3.44269, 1.06820], [-1.38780, -3.59113, 0.94178], [-2.28479, -2.50631, -0.16154], [-1.90794, 2.00723, 0.13474], [-3.13229, 0.91533, -0.53919], [-1.70442, 2.17774, -2.24797], [-1.67053, 0.43413, -2.43590], [2.34225, -0.24531, -0.76144], [3.76175, 0.03845, -1.65909], [2.42934, -0.82002, -2.47204], [3.26848, 1.29896, -4.13416], [3.97913, 2.34615, -2.89425], [1.92688, 3.11756, -4.82934], [2.50080, 4.10383, -3.47834], [0.37020, 4.87794, -3.02526], [-0.58019, 3.90796, -1.90394], [-0.90567, 3.83735, -3.65920], [0.96771, 0.85290, 1.65652], [2.45797, 1.90416, 2.00047], [3.64061, 1.90900, 0.74732], [2.86408, 1.47253, 2.90849], [2.04147, 2.89370, 2.15008], [-0.07623, -2.24603, -2.06376], [0.76688, -3.20967, -0.39863], [1.08989, -4.53442, -0.26344], [1.61096, -4.91138, 0.97384], [1.76734, -3.95998, 1.97272], [1.41802, -2.64413, 1.72647], [0.91944, -2.26823, 0.53891], [0.94443, -5.24406, -1.06622], [1.88688, -5.94336, 1.14913], [2.16615, -4.23161, 2.94019], [1.52731, -1.87206, 2.47496]], "nbo_charge": [0.848, -0.418, -0.360, -0.221, -0.223, -0.386, -0.410, 0.674, -0.598, -0.239, -0.229, -0.615, 0.671, -0.415, -0.332, -0.219, -0.215, -0.367, -0.419, 0.246, 0.233, 0.207, 0.236, 0.233, 0.237, 0.222, 0.241, 0.197, 0.215, 0.202, 0.239, 0.246, 0.191, 0.143, 0.279, 0.217, 0.223, 0.232, 0.239, 0.229, 0.245, 0.212, 0.232, 0.047, -0.348, 0.082, 0.262, 0.260, 0.624, 0.089, -0.252, -0.080, -0.213, 0.078, -0.537, 0.280, 0.276, 0.275, 0.233]}

Record 8
{"formula": "C4H7NO2", "method": "ωB97M-V with the def2-TZVPD basis set", "charge": 0, "e_above_lowest_kcal_mol": 36.28, "homo_ev": -10.163, "smiles": "[H]/N=C(/C)OCC=O", "gap_ev": 10.94, "species": ["C", "C", "N", "O", "C", "C", "O", "H", "H", "H", "H", "H", "H", "H"], "positions_angstrom": [[2.14730, -0.63379, -0.53294], [0.74243, -0.52525, -0.02012], [0.11565, -1.51035, 0.46880], [0.30983, 0.76414, -0.17565], [-0.90479, 1.16269, 0.42208], [-2.14437, 0.46451, -0.11208], [-3.20928, 0.55818, 0.44645], [2.80082, 0.01239, 0.06188], [2.49288, -1.66557, -0.47098], [2.19441, -0.28422, -1.56859], [-0.82676, -1.28873, 0.78664], [-0.88098, 1.07510, 1.51607], [-1.00395, 2.22386, 0.17120], [-2.02049, -0.10461, -1.05638]], "nbo_charge": [-0.676, 0.573, -0.698, -0.510, -0.191, 0.396, -0.502, 0.232, 0.239, 0.232, 0.337, 0.209, 0.232, 0.127]}